Record 1
A molecular structure, C36H31N3O2P2S6Sn, computed with the ωB97M-V functional and the def2-TZVPD basis.

Values from the calculation:
**F_max**: 0.02260 Eh/bohr
**E_LUMO**: 4.000 eV
**E**: -135822.0388 eV
**HOMO energy**: -1.76 eV
**Molecular weight**: 910.724 g mol⁻¹
**Total charge**: -2

Each line ends with the Löwdin charge.
Geometry (Å):
Sn1 1.376 0.312 -0.578  0.806
S1 -1.674 1.388 -0.896  0.205
P1 -1.759 -0.515 -0.343  0.319
C1 -0.256 -1.251 0.042  -0.737
P2 0.077 -2.937 -0.219  0.347
S2 1.626 -3.360 -1.366  0.179
C2 0.380 -3.677 1.468  -0.309
C3 1.414 -3.095 2.209  -0.104
C4 1.734 -3.549 3.478  -0.083
C5 1.011 -4.590 4.052  -0.119
C6 -0.018 -5.174 3.334  -0.111
C7 -0.323 -4.734 2.047  -0.089
C8 -1.349 -3.995 -0.738  -0.339
C9 -1.193 -4.882 -1.797  -0.113
C10 -2.212 -5.761 -2.143  -0.093
C11 -3.402 -5.765 -1.430  -0.107
C12 -3.577 -4.868 -0.385  -0.093
C13 -2.559 -3.988 -0.045  -0.118
C14 -2.822 -1.299 -1.622  -0.350
C15 -2.206 -1.574 -2.843  -0.094
C16 -2.932 -2.114 -3.892  -0.086
C17 -4.287 -2.381 -3.737  -0.110
C18 -4.910 -2.092 -2.532  -0.102
C19 -4.181 -1.553 -1.477  -0.096
C20 -2.823 -0.534 1.188  -0.330
C21 -3.931 0.306 1.318  -0.130
C22 -4.635 0.374 2.513  -0.103
C23 -4.234 -0.390 3.605  -0.117
C24 -3.121 -1.210 3.495  -0.091
C25 -2.417 -1.272 2.295  -0.108
H1 1.971 -2.276 1.775  0.046
H2 2.554 -3.089 4.018  0.102
H3 1.258 -4.951 5.044  0.087
H4 -0.590 -5.987 3.769  0.089
H5 -1.109 -5.233 1.501  0.087
H6 -0.252 -4.877 -2.333  0.039
H7 -2.076 -6.449 -2.970  0.092
H8 -4.197 -6.456 -1.689  0.090
H9 -4.511 -4.848 0.166  0.099
H10 -2.708 -3.291 0.771  0.092
H11 -1.145 -1.372 -2.951  0.111
H12 -2.438 -2.338 -4.831  0.098
H13 -4.852 -2.825 -4.549  0.089
H14 -5.967 -2.298 -2.404  0.092
H15 -4.674 -1.346 -0.537  0.092
H16 -4.218 0.926 0.476  0.081
H17 -5.491 1.033 2.598  0.091
H18 -4.779 -0.328 4.540  0.088
H19 -2.789 -1.798 4.344  0.097
H20 -1.528 -1.890 2.210  0.077
S3 2.261 7.944 -0.399  0.481
C26 2.985 6.441 -0.535  -1.124
S4 2.536 5.101 0.456  0.917
C27 3.686 4.005 -0.384  -1.159
N1 4.302 4.661 -1.325  -0.024
N2 3.931 6.001 -1.400  -0.154
C28 4.625 6.746 -2.396  -0.189
C29 4.859 8.114 -2.294  -0.055
C30 5.574 8.767 -3.289  -0.102
C31 6.069 8.076 -4.384  -0.121
C32 5.852 6.707 -4.472  -0.099
C33 5.138 6.043 -3.489  -0.019
S5 3.922 2.405 0.086  0.424
H21 4.488 8.662 -1.445  0.042
H22 5.747 9.833 -3.201  0.094
H23 6.623 8.596 -5.157  0.088
H24 6.240 6.150 -5.316  0.095
H25 4.973 4.977 -3.536  0.105
C34 -0.115 3.124 2.719  -0.033
O1 0.272 2.460 1.496  -0.149
C35 0.803 1.292 1.477  -0.349
C36 1.045 0.547 2.727  -0.076
H26 0.723 3.178 3.409  0.092
H27 -0.956 2.600 3.170  0.099
H28 -0.411 4.125 2.423  0.092
H29 0.874 1.074 3.668  0.070
H30 2.067 0.165 2.649  0.070
H31 0.408 -0.343 2.661  0.076
O2 5.098 -1.712 1.286  -0.582
S6 4.219 -1.210 0.219  0.620
N3 2.909 -0.658 0.624  -0.596


Record 2
A molecular structure, C47H26CoN8, computed with the ωB97M-V functional and the def2-TZVPD basis.

Values from the calculation:
**F_max**: 0.19426 Eh/bohr
**E_LUMO (alpha / beta)**: 3.736 / 3.411 eV
**E**: -98708.3349 eV
**HOMO energy (alpha / beta)**: 0.29 / 0.42 eV
**Multiplicity**: 2
**Molecular weight**: 761.714 g mol⁻¹
**Total charge**: -2

Each line ends with the Löwdin charge.
Geometry (Å):
Co1 0.047 0.012 -1.847  0.502
C1 -0.101 -6.288 -0.939  -0.122
C2 1.301 -6.164 -0.932  -0.122
C3 1.887 -4.939 -1.205  -0.014
C4 1.065 -3.842 -1.502  -0.157
C5 1.365 -2.529 -1.739  -0.290
N1 2.586 -2.105 -1.822  0.230
C6 2.797 -0.839 -1.921  -0.289
C7 4.085 -0.301 -1.944  -0.129
C8 5.342 -0.907 -1.897  -0.013
C9 6.471 -0.099 -1.858  -0.112
C10 6.336 1.301 -1.851  -0.114
C11 5.075 1.878 -1.881  -0.012
C12 3.955 1.044 -1.937  -0.134
C13 2.595 1.332 -1.909  -0.281
N2 2.167 2.545 -1.793  0.223
C14 0.890 2.742 -1.711  -0.305
N3 -0.105 1.835 -1.869  0.113
C15 -1.278 2.544 -1.722  -0.290
N4 -2.499 2.126 -1.826  0.230
C16 -2.711 0.861 -1.940  -0.290
N5 -1.794 -0.146 -1.953  0.114
C17 -2.510 -1.308 -1.940  -0.280
N6 -2.081 -2.520 -1.839  0.223
C18 -0.804 -2.714 -1.752  -0.306
N7 0.197 -1.811 -1.878  0.115
C19 -0.268 -3.959 -1.508  -0.156
C20 -0.890 -5.179 -1.219  -0.016
C21 -3.874 -1.015 -1.974  -0.130
C22 -4.999 -1.843 -1.940  -0.011
C23 -6.259 -1.257 -1.927  -0.113
C24 -6.385 0.144 -1.929  -0.112
C25 -5.250 0.945 -1.945  -0.012
C26 -3.997 0.330 -1.976  -0.132
C27 -0.985 3.854 -1.447  -0.158
C28 -1.829 4.924 -1.117  -0.014
C29 -1.262 6.148 -0.791  -0.120
C30 0.138 6.285 -0.775  -0.124
C31 0.944 5.201 -1.089  -0.017
C32 0.348 3.981 -1.437  -0.150
N8 1.881 0.168 -1.936  0.110
H1 -0.568 -7.265 -0.688  0.093
H2 1.930 -7.045 -0.679  0.094
H3 2.999 -4.806 -1.177  0.117
H4 5.419 -2.021 -1.885  0.119
H5 7.482 -0.551 -1.819  0.095
H6 7.241 1.938 -1.805  0.095
H7 4.938 2.985 -1.857  0.119
H8 -2.008 -5.236 -1.214  0.116
H9 -4.866 -2.951 -1.919  0.119
H10 -7.169 -1.887 -1.903  0.095
H11 -7.393 0.601 -1.906  0.095
H12 -5.317 2.059 -1.927  0.119
H13 -2.937 4.766 -1.112  0.117
H14 -1.903 7.008 -0.502  0.094
H15 0.591 7.256 -0.481  0.093
H16 2.060 5.280 -1.053  0.116
C33 0.047 0.011 -0.237  -0.120
C34 0.020 0.001 1.010  -0.010
C35 -0.039 -0.012 2.478  -0.239
C36 0.024 1.182 3.199  -0.264
C37 0.725 2.276 2.659  -0.033
C38 0.816 3.493 3.356  -0.130
C39 0.184 3.643 4.581  -0.182
C40 -0.541 2.575 5.099  -0.131
C41 -0.605 1.357 4.410  -0.079
C42 -0.159 -1.219 3.171  -0.264
C43 0.366 -1.412 4.429  -0.079
C44 0.252 -2.643 5.089  -0.131
C45 -0.419 -3.705 4.492  -0.182
C46 -0.947 -3.536 3.221  -0.129
C47 -0.805 -2.307 2.556  -0.032
H17 1.200 2.160 1.657  0.109
H18 1.388 4.341 2.912  0.094
H19 0.237 4.602 5.127  0.077
H20 -1.081 2.692 6.056  0.086
H21 -1.187 0.507 4.829  0.119
H22 0.906 -0.567 4.910  0.119
H23 0.711 -2.775 6.086  0.086
H24 -0.511 -4.675 5.015  0.077
H25 -1.473 -4.379 2.716  0.094
H26 -1.194 -2.175 1.520  0.108


Record 3
A single C5H12O molecule, computed with the ωB97M-V functional and the def2-TZVPD basis.

Values from the calculation:
**F_max**: 0.00721 Eh/bohr
**E_LUMO**: 0.929 eV
**E**: -7427.1625 eV
**HOMO energy**: -10.21 eV
**Relative energy (zero: lowest compared OMol25 entry of this formula, charge and spin)**: 3.4 kcal/mol
**SMILES**: CC(C)[C@@H](C)O
**Molecular weight**: 88.150 g mol⁻¹
**Total charge**: 0

Each line ends with the Löwdin charge.
Geometry (Å):
C1 0.586 -0.056 1.883  -0.080
C2 -0.179 0.323 0.612  -0.392
C3 0.373 1.630 0.027  -0.069
C4 -0.133 -0.833 -0.397  -0.441
C5 -1.157 -0.700 -1.520  -0.050
O1 1.192 -0.881 -0.912  -0.038
H1 0.083 -0.863 2.430  0.076
H2 1.592 -0.398 1.615  0.082
H3 0.685 0.802 2.557  0.078
H4 -1.238 0.468 0.869  0.134
H5 0.193 1.719 -1.048  0.068
H6 -0.083 2.497 0.516  0.079
H7 1.456 1.691 0.176  0.081
H8 -0.350 -1.765 0.155  0.141
H9 -1.093 -1.557 -2.202  0.078
H10 -0.989 0.210 -2.107  0.076
H11 -2.176 -0.673 -1.117  0.083
H12 1.239 -1.615 -1.537  0.094


Record 4
2 unconnected molecules or ions with the total composition C5H14, computed with the ωB97M-V functional and the def2-TZVPD basis.

Values from the calculation:
**F_max**: 0.03835 Eh/bohr
**E_LUMO**: 1.098 eV
**E**: -5411.2279 eV
**HOMO energy**: -11.03 eV
**Relative energy (zero: lowest compared OMol25 entry of this formula, charge and spin)**: 18.9 kcal/mol
**SMILES**: CCC.CC
**Molecular weight**: 74.167 g mol⁻¹
**Total charge**: 0

Each line ends with the Löwdin charge.
Geometry (Å):
C1 -0.792 -0.758 -1.398  -0.313
C2 -1.543 -1.075 -2.680  -0.136
C3 0.736 -1.153 -1.422  -0.107
H1 -1.205 -1.146 -0.471  0.086
H2 -0.797 0.323 -1.305  0.085
H3 -2.470 -0.513 -2.797  0.064
H4 -0.947 -0.704 -3.524  0.073
H5 1.454 -0.334 -1.357  0.056
H6 0.863 -1.746 -2.324  0.061
H7 -1.752 -2.131 -2.836  0.068
H8 0.923 -1.586 -0.433  0.058
C4 0.215 0.802 2.743  -0.164
C5 1.230 1.935 2.406  -0.150
H9 0.526 0.291 3.644  0.053
H10 -0.777 1.220 2.973  0.058
H11 -0.095 0.154 1.920  0.044
H12 1.725 1.618 1.488  0.049
H13 0.774 2.884 2.140  0.058
H14 1.931 1.917 3.233  0.057


Record 5
A molecular structure, C25H27AsBrFO2PtS, computed with the ωB97M-V functional and the def2-TZVPD basis.

Values from the calculation:
**F_max**: 0.00228 Eh/bohr
**E_LUMO**: 4.085 eV
**E**: -178141.6872 eV
**HOMO energy**: -1.34 eV
**Relative energy (zero: lowest compared OMol25 entry of this formula, charge and spin)**: 0.0 kcal/mol
**Molecular weight**: 760.458 g mol⁻¹
**Total charge**: -2

Each line ends with the Löwdin charge.
Geometry (Å):
Pt1 1.683 0.205 -0.629  0.832
O1 0.231 4.076 -1.415  -0.017
C1 0.240 2.844 -1.505  -0.631
O2 0.681 2.074 -0.586  -0.230
C2 -0.446 2.238 -2.726  -0.163
C3 -1.499 3.005 -3.235  -0.058
C4 -2.260 2.604 -4.317  -0.128
C5 -1.948 1.396 -4.936  -0.134
C6 -0.907 0.629 -4.458  -0.169
C7 -0.129 1.012 -3.345  -0.629
S1 1.159 -0.093 -2.910  0.549
H1 -1.691 3.949 -2.742  0.103
H2 -3.078 3.220 -4.674  0.078
H3 -2.523 1.049 -5.789  0.082
H4 -0.666 -0.316 -4.932  0.079
Br1 5.080 -5.608 -0.655  0.598
C8 4.111 -3.949 -0.643  -0.716
C9 2.807 -3.918 -1.099  -0.163
C10 2.119 -2.710 -1.088  -0.150
C11 2.684 -1.510 -0.618  -0.402
C12 4.013 -1.612 -0.165  -0.128
C13 4.729 -2.803 -0.179  -0.166
H5 2.333 -4.821 -1.464  0.085
H6 1.106 -2.693 -1.471  0.053
H7 4.502 -0.725 0.219  0.087
H8 5.752 -2.838 0.176  0.084
C14 -3.465 -1.356 3.319  -0.216
C15 -3.413 -1.042 1.829  -0.483
As1 -1.556 -0.710 1.187  1.211
C16 -1.371 1.128 1.878  -0.436
C17 -2.312 2.177 1.302  -0.167
C18 -2.068 -0.312 -0.668  -0.462
C19 -2.129 -1.570 -1.524  -0.190
H9 -4.482 -1.572 3.663  0.050
H10 -3.091 -0.517 3.910  0.050
H11 -2.840 -2.220 3.558  0.052
H12 -4.040 -0.179 1.590  0.043
H13 -3.794 -1.887 1.247  0.045
H14 -0.338 1.410 1.673  0.025
H15 -1.474 1.052 2.966  0.049
H16 -2.118 2.325 0.240  0.054
H17 -2.154 3.143 1.790  0.066
H18 -3.367 1.911 1.426  0.047
H19 -1.306 0.361 -1.057  0.017
H20 -3.024 0.220 -0.672  0.064
H21 -1.141 -2.029 -1.584  0.036
H22 -2.439 -1.332 -2.545  0.059
H23 -2.830 -2.309 -1.120  0.047
F1 2.915 1.236 5.383  -0.016
C20 2.648 0.985 4.056  -0.314
C21 2.306 -0.292 3.672  -0.051
C22 2.048 -0.533 2.324  -0.152
C23 2.109 0.469 1.345  -0.353
C24 2.448 1.751 1.811  -0.133
C25 2.727 2.019 3.149  -0.051
H24 2.241 -1.080 4.414  0.099
H25 1.776 -1.541 2.030  0.079
H26 2.464 2.572 1.103  0.084
H27 2.987 3.016 3.487  0.099


Record 6
A molecular structure, C3H5FO2, computed with the ωB97M-V functional and the def2-TZVPD basis.

Values from the calculation:
**F_max**: 0.09874 Eh/bohr
**E_LUMO**: 0.400 eV
**E**: -10000.8447 eV
**HOMO energy**: -8.37 eV
**Relative energy (zero: lowest compared OMol25 entry of this formula, charge and spin)**: 83.4 kcal/mol
**Molecular weight**: 92.069 g mol⁻¹
**Total charge**: 0

Each line ends with the Löwdin charge.
Geometry (Å):
C1 0.899 -1.444 -0.419  -0.028
C2 -0.649 1.525 0.811  0.037
C3 -1.322 0.386 0.384  -0.463
O1 1.808 -0.516 -0.713  -0.004
O2 -0.783 -0.849 0.066  -0.130
F1 -2.475 0.373 -0.254  0.085
H1 1.162 -1.901 0.509  0.116
H2 0.247 1.570 1.441  0.046
H3 1.766 0.177 -1.437  0.165
H4 -1.041 2.502 0.984  0.024
H5 0.387 -1.823 -1.373  0.153